{"formula": "C6H6O", "method": "wB97M-V/def2-TZVPD", "elements": ["H", "H", "C", "H", "O", "C", "C", "C", "C", "H", "H", "H", "C"], "coordinates": [[-2.474, -0.279, 0.872], [2.369, 0.503, -1.302], [-1.936, 1.576, 1.749], [-1.285, -1.572, -0.634], [-1.885, 2.530, 2.432], [-0.321, -0.924, -0.477], [-1.797, 0.505, 0.978], [-0.533, 0.114, 0.407], [2.036, -0.535, -1.166], [0.291, 0.704, 0.432], [2.607, -1.118, -1.802], [2.309, -0.852, -0.035], [0.619, -0.652, -1.453]], "forces_ev_per_angstrom": [[-1.85, -0.57, 0.18], [0.00, -0.13, -0.15], [0.81, 0.99, 0.84], [1.94, 0.92, -0.22], [-0.52, -1.55, -1.24], [-3.44, -0.32, 0.18], [1.15, 0.39, 0.31], [-0.43, -1.52, -0.60], [-0.14, 1.28, 4.43], [2.20, 2.33, 0.79], [1.05, -1.18, -1.47], [-0.35, 0.73, -2.18], [-0.43, -1.38, -0.88]], "e_homo_ev": [-7.48, -7.16], "total_charge": 0, "orbital_gap_ev": [7.3, 7.1], "relative_energy_kcal_mol": 128.44, "e_tot_ha": -307.258746}